Entry 1:
Computed, not measured: a 4-piece molecular cluster, C25H38FN3O5 overall, with ωB97M-V/def2-TZVPD.

```
72
C25H38FN3O5 | the Open Molecules 2025 dataset | ωB97M-V/def2-TZVPD
H 2.35981 3.55481 -0.35836
N 2.62085 3.15926 0.56028
C 1.61045 2.44974 1.06016
C 1.87547 1.82032 2.51670
C 0.24316 2.31803 0.23358
C 0.29899 1.26038 -0.98008
C 1.49750 1.60099 -2.01687
N 2.49243 1.89281 -2.62091
C 0.59543 -0.24854 -0.48317
C 0.24910 -0.78028 0.80513
C -1.06801 1.35222 -1.88875
F -0.72425 1.75130 -3.24065
C -1.72801 -0.12218 -1.87988
N -2.01870 -1.25945 -2.11514
O -1.98147 2.34591 -1.40291
C -3.33772 1.87993 -1.37789
O -4.09572 1.81388 -2.38136
C -3.90286 1.47335 0.07767
C -3.47323 2.45531 1.23935
C -3.90936 2.16023 2.69405
C -4.75952 0.88261 3.01979
C -5.19349 -0.06096 1.84345
C -4.76559 0.21371 0.35060
H 1.42652 2.54886 3.29759
H 1.36569 0.81434 2.68739
H 3.00412 1.78965 2.74822
H 0.01088 3.36963 -0.18859
H -0.56449 1.97162 0.97593
H 1.16533 -0.92472 -1.20647
H 1.06385 -1.06575 1.56533
H -0.85431 -0.98579 1.06668
H -2.83625 3.37472 0.98721
H -3.58495 2.88574 3.51845
H -5.07226 0.63986 4.09242
H -5.83132 -0.99388 2.03743
H -5.06862 -0.50792 -0.49679
C 4.37863 -2.92241 0.57127
C 4.10081 -1.49089 0.14141
C 5.37663 -0.66528 0.10838
O 3.17376 -0.89405 1.04817
H 4.80374 -2.95247 1.57988
H 3.45107 -3.50146 0.60196
H 5.07444 -3.41217 -0.11479
H 3.63539 -1.48806 -0.84844
H 5.83600 -0.61652 1.10119
H 5.16014 0.36406 -0.19110
H 6.10220 -1.08809 -0.59133
H 3.57688 -0.89148 1.92742
C -8.24497 2.79095 -0.51544
C -8.27903 2.56884 0.98843
C -9.43277 3.32106 1.63325
O -7.04885 3.00733 1.55976
H -8.10528 3.85118 -0.75065
H -7.40434 2.25409 -0.96397
H -9.17017 2.44827 -0.98639
H -8.37307 1.49987 1.20015
H -9.33419 4.39958 1.47243
H -9.43816 3.16177 2.71513
H -10.39358 2.99418 1.22689
H -6.95727 3.95220 1.37671
C 7.17901 -6.37623 -2.24216
C 7.08723 -4.85899 -2.20119
C 7.97457 -4.22188 -3.25897
O 7.47983 -4.39489 -0.91070
H 8.20236 -6.71113 -2.04359
H 6.54542 -6.82026 -1.46950
H 6.86774 -6.76455 -3.21542
H 6.04979 -4.54920 -2.35645
H 9.02543 -4.48212 -3.09550
H 7.90751 -3.13156 -3.21050
H 7.68711 -4.54559 -4.26270
H 8.39658 -4.66381 -0.76329
```

Values from the calculation:
Calculated total energy = -43954.8534 eV
SMILES = [H]/N=C(/C)C[C@@](C#N)(C=C)[C@@](F)(C#N)OC(=O)c1ccccc1.CC(C)O.CC(C)O.CC(C)O
Charge = 0

These are the Mulliken partial charges, in e, on atoms 1 to 6: atom 1 (H): 0.297, atom 2 (N): -0.734, atom 3 (C): 0.477, atom 4 (C): -0.982, atom 5 (C): -0.724, atom 6 (C): 1.418

---

Entry 2:
Computed, not measured: C25H38IN7OS5SbScSi2 as an isolated structure, with ωB97M-V/def2-TZVPD.

```
81
C25H38IN7OS5SbScSi2 | the Open Molecules 2025 dataset | ωB97M-V/def2-TZVPD
Sc -0.67526 0.17380 0.28573
C -6.02292 -1.03649 -0.38373
S -5.23048 0.13488 -1.47687
C -3.82904 0.49258 -0.50779
S -3.23914 -0.61906 0.69445
N -3.27427 1.62713 -0.89418
N -2.11010 2.00756 -0.24644
C -1.69962 3.17622 -0.49352
C -0.49317 3.66939 0.11238
C 0.34572 4.41594 -0.66390
C 1.43250 4.93193 -0.10147
C 1.72104 4.74431 1.23304
C 0.80316 4.07542 1.97097
N -0.29683 3.51225 1.40135
H -7.08327 -1.11572 -0.73300
H -5.48702 -1.99742 -0.41033
H -6.02936 -0.68571 0.65838
H -2.31567 3.82342 -1.14993
H 0.03524 4.47033 -1.65219
H 2.14766 5.46658 -0.78372
H 2.58111 5.16106 1.66059
H 0.91571 3.93403 3.07027
S 5.46333 0.47268 0.21097
Sb 3.69744 1.95797 0.59568
S 1.51208 1.24292 -0.26259
S 3.71550 2.36599 2.85784
C 2.48394 -2.05935 -0.29456
N 2.46037 -1.85662 1.14611
C 3.63645 -1.88555 1.78323
C 3.70425 -1.95073 3.13566
C 2.46771 -1.93660 3.81101
N 1.29770 -1.73206 3.20745
C 1.29688 -1.64522 1.87906
O 0.23937 -1.39622 1.23158
N 2.42778 -2.05791 5.16852
H 2.78472 -3.07316 -0.59875
H 3.20462 -1.38377 -0.68688
H 1.53955 -1.70465 -0.75300
H 4.51225 -1.86441 1.13738
H 4.67834 -1.95244 3.66005
H 3.28113 -2.24819 5.67585
H 1.54983 -2.39237 5.54491
I -3.04985 -0.58643 6.26485
C -1.47891 0.22411 4.96649
C -0.29665 0.66571 5.45322
C 0.66608 1.16566 4.54754
C 0.35955 1.14709 3.22087
N -0.80777 0.68663 2.78258
C -1.70225 0.17651 3.60993
H -0.07383 0.65724 6.55840
H 1.59823 1.56329 4.89075
H 1.09181 1.54169 2.49502
H -2.57630 -0.17069 3.11998
C -1.12538 -3.44333 -0.65240
Si -0.95177 -2.37108 -2.21705
C -2.48641 -2.80893 -3.21852
C 0.51405 -3.01293 -3.23106
C -0.72311 -0.55388 -1.97425
Si 0.06284 0.31602 -3.38799
C -0.57359 -0.10204 -5.12289
C 1.85902 0.08359 -3.64736
C -0.39422 2.11418 -3.23891
H -1.36233 -4.45292 -1.06428
H -1.93750 -3.28226 0.05299
H -0.25466 -3.63833 -0.12459
H -3.35053 -2.76816 -2.54450
H -2.44655 -3.86407 -3.48510
H -2.69529 -2.12888 -3.99180
H 0.56468 -4.15390 -3.26037
H 1.51746 -2.76046 -2.89699
H 0.47633 -2.63607 -4.24942
H -1.81203 -0.31747 -2.16037
H -0.14223 -1.01226 -5.60917
H -0.14063 0.75900 -5.61770
H -1.64844 -0.10369 -5.23716
H 2.27081 -0.83878 -3.31418
H 2.33550 1.02182 -3.27217
H 2.01689 0.06068 -4.69751
H -1.44936 2.25029 -3.20576
H -0.04256 2.68091 -4.17010
H 0.03966 2.62937 -2.41065
```

Values from the calculation:
Expectation value of S² = 0.7627
Spin multiplicity = 2
Relative energy (zero: lowest compared OMol25 entry of this formula, charge and spin) = 0.6835 eV
Charge = -1

These are the Mulliken partial charges, in e, on atoms 1 to 6: atom 1 (Sc): -0.520, atom 2 (C): -0.772, atom 3 (S): -0.040, atom 4 (C): 0.522, atom 5 (S): -0.518, atom 6 (N): -1.225